[1]
This record from the Open Molecules 2025 dataset describes a structure of composition C27H34AsClN6NaO9. The level of theory is wB97M-V/def2-TZVPD.

XYZ file:
```
79
Properties=species:S:1:pos:R:3:forces:R:3
Na -0.0010 -0.2660 -0.5312 -0.0451 0.0791 0.0157
C 0.9457 1.0601 -4.9328 -0.0042 0.0128 0.0070
C 0.3631 0.7508 -3.6932 0.0079 0.0198 -0.0026
N 1.0641 0.5532 -2.6019 0.0441 -0.0264 0.0106
C 2.4032 0.6354 -2.6694 0.0061 0.0072 -0.0109
C 3.0824 0.9575 -3.8547 0.0120 0.0099 0.0041
C 2.3080 1.1699 -5.0080 -0.0016 0.0034 -0.0020
C 4.5141 1.0653 -3.8562 -0.0015 -0.0003 -0.0042
C 5.2235 0.8610 -2.7289 0.0022 -0.0010 0.0023
C 4.5679 0.5113 -1.4999 0.0006 0.0056 -0.0049
C 5.2773 0.2848 -0.3082 -0.0024 -0.0013 0.0000
C 4.5928 -0.0522 0.8278 -0.0002 0.0085 0.0047
C 3.1964 -0.1783 0.7573 -0.0078 0.0136 0.0093
N 2.5080 0.0190 -0.3441 0.0041 0.0006 -0.0081
C 3.1707 0.3786 -1.4609 -0.0038 0.0044 0.0199
H 0.3179 1.2066 -5.8009 -0.0011 0.0006 0.0001
H -0.7120 0.6537 -3.5929 0.0009 -0.0166 -0.0068
H 2.8004 1.4141 -5.9424 0.0000 0.0014 -0.0001
H 5.0111 1.3210 -4.7847 -0.0016 0.0010 -0.0009
H 6.3035 0.9511 -2.7285 0.0003 -0.0009 -0.0008
H 6.3569 0.3844 -0.3043 0.0009 -0.0015 -0.0005
H 5.1005 -0.2219 1.7676 0.0024 0.0010 -0.0022
H 2.6253 -0.4351 1.6421 0.0004 -0.0076 -0.0073
O -3.7354 4.1956 1.2560 0.2916 0.0334 0.0185
C -4.3970 3.3633 0.4757 -0.0475 -0.2810 0.1287
O -5.6077 3.3876 0.3901 0.0342 0.0935 -0.0669
C -3.6068 2.3500 -0.2729 0.0593 0.0975 -0.0958
C -4.1982 1.4361 -1.1199 -0.0053 -0.0132 -0.0029
N -3.2221 0.6526 -1.5985 -0.0410 0.0180 0.0567
N -2.0258 0.9835 -1.1147 0.1387 -0.0255 -0.0028
C -2.2252 2.0174 -0.3120 -0.0638 -0.0238 0.0342
C -1.0431 2.5791 0.4376 -0.0504 0.1161 0.0251
O -1.2264 3.6170 1.1198 -0.1256 -0.0148 -0.0361
O 0.0380 1.9545 0.3360 -0.0324 -0.1121 -0.1002
H -2.7335 3.9971 1.2326 -0.1434 0.0746 -0.1290
H -5.2341 1.3134 -1.3853 -0.0011 -0.0057 0.0071
H -3.2662 -0.1615 -2.2036 0.0051 -0.0166 -0.0049
O -2.2879 -1.5860 -3.1768 -0.0103 0.0131 -0.0317
Cl -1.5209 -2.4569 -2.3001 -0.0116 -0.0492 0.0232
O -1.7080 -3.8230 -2.6868 0.0020 0.0078 -0.0072
O -0.1212 -2.0989 -2.3745 -0.0212 -0.0096 -0.0262
O -1.9666 -2.2496 -0.9371 -0.0161 -0.0074 0.0089
C 2.8185 3.5589 2.0684 0.0032 0.0019 -0.0068
C 1.7137 3.0311 2.9668 -0.0007 -0.0170 -0.0001
O 1.3482 1.7055 2.6114 0.0016 -0.0124 0.1222
H 3.0993 4.5760 2.3519 0.0018 0.0032 0.0010
H 2.4751 3.5720 1.0324 -0.0024 0.0008 0.0028
H 3.7024 2.9204 2.1308 0.0011 -0.0019 0.0024
H 0.8406 3.6894 2.9025 0.0042 0.0066 -0.0001
H 2.0437 3.0008 4.0082 0.0026 0.0027 0.0013
H 0.9384 1.7758 1.7124 0.0216 0.0542 -0.0850
C 1.6382 -3.1162 2.7886 0.0132 0.0167 -0.0007
As 0.4469 -2.7632 1.2625 -0.0121 0.0093 -0.0311
C 0.9655 -4.3168 0.1870 0.0032 -0.0125 0.0009
C -1.1790 -3.5154 2.0347 -0.0116 -0.0110 -0.0036
H 1.5159 -4.1372 3.1537 -0.0057 -0.0026 -0.0056
H 1.4117 -2.4162 3.5935 -0.0008 0.0007 -0.0012
H 2.6754 -2.9694 2.4834 0.0010 -0.0020 0.0059
H 0.9550 -5.2297 0.7853 -0.0016 0.0015 0.0029
H 1.9648 -4.1593 -0.2197 -0.0003 -0.0026 -0.0002
H 0.2706 -4.4155 -0.6463 -0.0011 0.0010 -0.0011
H -0.9807 -4.4914 2.4811 0.0079 0.0031 0.0012
H -1.9135 -3.6139 1.2370 0.0025 -0.0137 0.0088
H -1.5658 -2.8237 2.7808 0.0026 0.0007 0.0063
C -2.3194 2.9862 4.0639 -0.0132 0.0002 0.0206
C -2.5120 1.6868 3.3592 0.0195 0.0468 0.0322
C -3.6448 1.0451 2.9147 -0.0192 -0.0381 0.0039
C -3.1781 -0.1017 2.2353 0.0101 -0.0194 -0.0125
N -1.8543 -0.1609 2.2614 0.0021 0.0294 0.0644
N -1.4721 0.9242 2.9699 -0.0103 0.0161 -0.0701
C -3.9824 -1.1555 1.5473 0.0029 -0.0087 0.0031
H -3.2846 3.4071 4.3386 -0.0047 -0.0036 -0.0038
H -1.8137 3.6925 3.4028 0.0084 -0.0151 0.0655
H -1.7207 2.8658 4.9690 0.0046 -0.0098 0.0042
H -4.6639 1.3793 3.0228 0.0000 0.0052 0.0061
H -0.4864 1.1701 3.0179 0.0280 -0.0657 0.0441
H -4.3946 -1.8692 2.2653 -0.0042 0.0004 0.0031
H -3.3639 -1.6999 0.8365 -0.0259 0.0258 -0.0003
H -4.8195 -0.7062 1.0105 -0.0019 0.0017 -0.0020
```
Forces are in eV/Å.

Values from the calculation:
ΔE to the lowest compared entry with this formula, charge and spin: 0.158 eV
Molar mass: 719.97 g mol⁻¹
Orbital gap: 8.1 eV
E_tot: -133696.713 eV
Net charge: -1
Lowest unoccupied orbital energy: 1.982 eV

Atom charges from the Mulliken analysis, given in e for atoms 1 to 2: Na 0.78; C -1.12



[2]
This record from the Open Molecules 2025 dataset describes a cluster of 3 separate species, C27H34BClFN2O4 in total at a distorted geometry. The level of theory is wB97M-V/def2-TZVPD.

XYZ file:
```
70
Properties=species:S:1:pos:R:3:forces:R:3
Cl -1.5407 -3.8819 5.4000 -0.5025 0.3202 -0.1686
C -2.6195 -2.7488 4.5188 0.4361 -0.8426 0.7529
N -1.9140 -2.1286 3.4086 0.6557 1.2412 -1.7590
C -0.7178 -1.2623 3.8698 -0.8981 -0.8029 1.6181
C -0.0685 -0.6110 2.6825 -0.1315 0.1099 -0.7272
N -0.8524 -0.9602 1.5129 0.8773 0.7132 -1.8840
F 0.8579 0.2993 -2.0573 0.0530 -0.6336 5.4785
C -2.2267 -0.4861 1.5303 0.7411 -0.3642 0.2701
C -2.9066 -1.1721 2.7014 -0.7089 -0.5983 1.3418
C -0.7957 -2.3766 1.1944 0.0243 0.2549 0.0023
C -1.4374 -3.1339 2.3402 -0.8065 -0.9351 1.4064
H -3.4666 -3.3143 4.1404 0.0064 0.0260 0.0009
H -2.9352 -1.9749 5.2097 -0.0517 0.0137 0.0541
H -1.1485 -0.5239 4.5668 0.1206 -0.3847 -0.1384
H -0.0593 -1.9356 4.4276 -0.1642 0.1849 -0.0783
H -0.0673 0.4803 2.8246 0.2129 -0.3017 -0.2875
H 0.9619 -0.9817 2.5621 -0.3444 0.3371 -0.1284
H -2.2676 0.5992 1.6676 0.1115 -0.1905 -0.3491
H -2.7172 -0.8060 0.6073 0.1660 0.4206 -0.0171
H -3.7507 -1.8044 2.3990 0.1105 0.1905 0.1471
H -3.2347 -0.4673 3.4825 0.0132 -0.2976 -0.2678
H -1.3836 -2.5855 0.2842 0.5702 0.2692 0.1718
H 0.2442 -2.7254 1.0797 -0.3714 0.3781 -0.2228
H -0.7646 -3.8286 2.8633 -0.2466 0.2322 -0.2310
H -2.3444 -3.6854 2.0316 0.3871 0.1715 0.2416
C 3.1861 1.3487 -5.3941 1.7415 0.1485 -1.2528
C 2.4411 1.8822 -4.3143 -0.9753 1.8337 0.9336
C 2.1345 3.1329 -3.8056 2.2448 -1.0495 -0.2185
C 0.9808 3.0233 -3.0241 -1.5360 -2.6152 -0.2165
C 0.5128 1.7197 -3.4152 1.2674 4.5888 0.3713
B 1.5640 0.5628 -0.7352 -3.6054 1.5000 -5.2597
C 1.2011 1.7094 0.1683 -0.6336 1.4389 1.3791
C 2.0131 2.4676 0.9879 -0.2183 0.0194 -0.2947
C 1.1983 3.3553 1.7478 -0.9233 -0.5961 -0.6480
C -0.1025 3.1487 1.3224 2.2326 -1.0095 0.1009
C -1.3080 3.7142 1.9290 -0.8562 0.5633 0.2987
O -0.1325 2.1549 0.3642 0.7003 0.4049 0.6959
C -0.7922 1.3516 -3.6847 -0.3328 -4.6813 1.9599
C -1.0439 0.0664 -4.2270 -0.0471 1.4572 0.5588
C -2.3667 -0.2222 -3.8967 -0.7515 -0.2292 2.2545
C -2.6831 0.6846 -2.9014 0.8908 0.3046 -0.9064
C -3.9169 0.9301 -2.2359 -2.1246 -0.5000 0.5957
O -1.7134 1.6044 -2.6643 -0.3426 -0.1395 -2.7428
C 2.5896 -0.4044 -0.8502 1.3722 -2.4265 -0.1964
C 2.6987 -1.5147 -1.7121 0.3893 0.6295 1.6984
C 3.3369 -2.5315 -0.9597 -0.1462 1.4774 1.2068
C 3.5206 -1.9740 0.3061 -0.2879 0.4894 -1.5979
C 4.0137 -2.3731 1.5830 0.6047 -0.8343 1.0875
O 3.0833 -0.7020 0.3898 0.8784 -1.7008 -1.0587
O 1.4675 1.0091 -4.0232 -1.6906 1.1193 -0.8698
H 3.6918 2.2403 -5.7544 0.6526 -0.4481 -0.8211
H 3.8820 0.5668 -5.0690 0.1116 0.1492 -0.3031
H 2.4727 0.9333 -6.1209 0.5196 0.1888 -0.0954
H 2.6982 4.0147 -4.0302 0.3647 0.2354 0.2396
H 0.6100 3.5619 -2.1398 -0.1275 0.2504 -1.1943
H 3.0969 2.5193 0.9827 -0.1907 -0.5292 0.0637
H 1.5181 3.9719 2.5790 -0.1037 0.1586 -0.3685
H -0.9971 4.3734 2.7566 -0.0485 -0.2848 -0.3476
H -1.8973 4.3455 1.2483 0.0270 -0.4049 0.0764
H -1.9430 2.9350 2.3772 -0.0287 0.2014 -0.2886
H -0.3418 -0.7591 -4.2760 0.4321 0.7168 -1.3792
H -2.9189 -1.1603 -4.0422 0.1807 0.6926 -0.2569
H -4.5967 0.4081 -2.8967 -0.9017 0.0490 0.2385
H -3.9892 0.4302 -1.2638 -0.0097 0.3097 0.1340
H -4.2229 1.9799 -2.1693 0.2430 -0.2306 0.0485
H 2.3140 -1.6522 -2.7046 -0.0546 0.4441 -0.1320
H 3.5713 -3.5153 -1.3061 0.2136 -0.2950 0.1422
H 4.5897 -3.2880 1.4529 0.0249 -0.0153 0.6462
H 4.6148 -1.5288 1.9561 -0.0409 -0.6472 0.2354
H 3.1195 -2.5047 2.2173 0.6254 -0.2460 0.2567
```
Forces are in eV/Å.

Values from the calculation:
ΔE to the lowest compared entry with this formula, charge and spin: 0.133 eV
Molar mass: 515.84 g mol⁻¹
Orbital gap: 5.2 eV
E_tot: -55624.493 eV
Net charge: +1
Lowest unoccupied orbital energy: -2.607 eV

Atom charges from the natural (NBO) analysis, given in e for atoms 1 to 2: Cl 0.00; C -0.20